This record from the Open Molecules 2025 dataset describes a molecular structure, C33H24ClIN6O2PdS at a distorted geometry. The level of theory is ωB97M-V with the def2-TZVPD basis set.

Structure (XYZ):
```
69
Properties=species:S:1:pos:R:3:mulliken_charge:R:1
I -5.20992 1.05325 0.58410 0.162
Pd 0.04058 1.25845 0.58130 0.492
Cl -4.28382 3.01605 -4.71620 -0.148
S 0.62528 -5.08185 -1.70760 -0.159
O 1.39568 -0.24975 1.54940 -0.650
O -2.15362 1.33795 0.44430 -0.376
N 2.47348 -4.81615 -5.82400 -0.534
N -0.39352 2.15795 -1.48350 0.298
N 0.23658 1.56275 2.96110 0.425
N -0.07862 -0.71995 -0.69580 0.530
N 0.86328 0.61875 3.56810 -0.628
N -0.33642 3.54015 1.35700 0.043
C 0.46008 2.57585 -2.39550 -0.821
C 1.42218 -0.33105 2.80580 0.521
C -1.30042 3.08015 -3.93590 -0.853
C -0.57322 2.43565 3.46250 0.482
C -1.71442 2.15725 -1.74590 0.510
C -3.97732 1.67685 -0.98950 -0.412
C -2.03852 5.60145 2.09570 -0.589
C 3.27108 -4.69425 -4.78860 -0.387
C -0.54052 4.57025 0.54920 -0.212
C 0.61068 -5.15265 -4.41740 -0.114
C 2.92288 -2.46675 5.49530 -0.758
C -2.59112 1.69245 -0.68980 0.833
C -0.72452 -3.00635 -0.61210 -0.992
C 2.36738 -1.37445 4.85930 -0.230
C 2.80268 -3.73885 3.45460 -0.702
C -3.63132 2.51805 -3.21840 0.667
C -1.37202 5.63205 0.88100 -0.747
C 0.04208 3.06555 -3.63710 -0.961
C -4.47782 2.06625 -2.22000 -0.398
C 1.25748 -2.36365 -1.79360 -0.749
C 0.38398 -3.37085 -1.38220 0.805
C -0.92062 3.53705 2.57300 0.828
C -2.22572 2.59165 -2.99550 0.051
C -1.79362 4.55325 2.96440 -0.625
C 2.25678 -2.64995 2.80680 -0.313
C 1.19178 -5.05125 -5.67650 -0.428
C 3.13838 -3.64785 4.79880 -0.360
C 1.43578 -4.99905 -3.31390 0.143
C 2.79538 -4.78825 -3.48330 -0.140
C -0.92262 -1.67605 -0.30590 -0.547
C 0.99428 -1.06425 -1.40770 -0.702
C -1.09212 2.37025 4.85710 -1.496
C 2.03438 -1.45975 3.50490 0.383
H -0.44452 -5.34435 -4.29860 0.430
H -0.03062 4.55915 -0.40740 0.520
H 2.13498 -2.58165 -2.38090 0.426
H -1.79202 -1.36735 0.26390 0.505
H -0.72052 1.48195 5.35990 0.372
H -2.74032 6.37885 2.35510 0.468
H 2.19578 -0.45045 5.39020 0.453
H 1.97208 -2.69955 1.76610 0.471
H -0.76482 3.24935 5.41080 0.403
H 0.77188 3.42735 -4.34360 0.480
H -1.65482 3.46565 -4.88020 0.484
H -2.26402 4.52155 3.93350 0.425
H 0.60258 -5.15875 -6.57640 0.370
H -2.18152 2.34925 4.86260 0.408
H -1.50632 6.45375 0.19720 0.458
H 1.51418 2.53405 -2.13500 0.603
H 4.31628 -4.51615 -4.99960 0.385
H -5.54242 2.03095 -2.39490 0.483
H 3.46938 -4.70745 -2.64550 0.512
H 3.56278 -4.50035 5.30480 0.414
H 1.68698 -0.27225 -1.67190 0.419
H 3.19268 -2.40105 6.53740 0.421
H -1.41962 -3.76005 -0.28010 0.508
H 2.97198 -4.65865 2.91480 0.440
```

## Properties
spin multiplicity	5
charge	+2
energy relative to the best compared isomer or geometry (same formula, charge and spin)	1.160	eV
molar mass	837.44	g/mol
lowest unoccupied orbital energy (alpha / beta)	-6.2 / -8.3	eV


This record from the Open Molecules 2025 dataset describes a molecular structure, C33H25AsF8N2O3STi at a distorted geometry. The level of theory is ωB97M-V with the def2-TZVPD basis set.

Structure (XYZ):
```
74
Properties=species:S:1:pos:R:3:mulliken_charge:R:1
As -0.95796 -1.90144 -2.69994 0.927
Ti 0.89977 0.07205 0.23378 -0.016
S 0.66216 -0.61320 -2.37003 -0.566
F 3.10619 -2.22499 -0.96704 -0.436
F -8.01036 4.00730 0.83037 -0.272
F 3.53008 -4.79357 -0.82741 -0.388
F -6.74377 5.72552 0.37501 -0.273
F 2.07721 -6.27359 0.97750 -0.344
F -7.53301 4.46030 -1.19584 -0.278
F -0.13150 -5.22030 2.23735 -0.393
F -0.65504 -2.52708 1.84234 -0.555
O 1.47175 1.83232 -0.36039 -1.000
O 0.98921 -0.01839 2.21016 -0.628
O 1.03297 3.43671 -2.42172 -0.150
N 3.26743 -0.47231 2.03312 -0.929
N 3.10135 0.18747 0.79533 0.909
C 2.32679 3.02846 -2.23635 0.705
C -4.70713 3.84478 0.91378 -0.357
C 3.39042 3.45680 -2.96213 -0.792
C -4.45254 1.81621 -0.85836 -0.421
C -5.60170 2.47001 -0.82167 -0.675
C 0.66844 -1.88892 5.76901 -0.599
C 2.08807 -0.57666 2.62018 0.298
C 2.49758 2.17197 -1.10023 0.699
C 3.08615 -2.07114 4.38043 -0.358
C 4.68312 3.12350 -2.56959 -0.671
C 2.20704 -2.90478 -0.25455 0.426
C 4.04673 0.86051 0.31572 -0.870
C 4.90413 2.20907 -1.59217 -1.054
C 1.62559 -2.80958 6.13822 -0.456
C -2.16201 1.29428 0.07185 0.262
C 2.44778 -4.24934 -0.11124 0.314
C -3.53488 3.11206 0.94601 -0.628
C 0.63334 -4.43711 1.40374 0.314
C -2.19167 -2.07410 -1.21783 -0.494
C 2.01387 -1.29856 3.88682 0.509
C -3.40537 2.02491 0.04809 0.608
C -6.97094 4.42599 0.02984 0.837
C 3.80062 1.73547 -0.85042 0.773
C 0.38063 -3.09889 1.22396 -0.572
C -0.40163 -3.73373 -2.73668 -1.112
C 1.72722 -5.02764 0.76369 0.558
C -5.74570 3.56600 0.07263 0.079
C -1.09222 0.74888 0.24152 -0.669
C 2.90151 -2.81089 5.51028 -0.484
C -2.00950 -1.56026 -4.23576 -1.065
C 0.87294 -1.17830 4.62744 -0.201
C 1.14783 -2.29339 0.35827 1.039
C 0.79626 4.53057 -3.26097 -0.981
H 5.87840 1.89810 -1.26991 0.431
H -4.30345 1.03259 -1.61318 0.347
H 3.71109 -3.48721 5.86541 0.316
H -0.10326 -4.08666 -1.76506 0.224
H 3.25575 3.90986 -3.93808 0.289
H -2.76977 -2.34257 -4.30758 0.398
H -2.44339 -1.11683 -0.74883 -0.163
H 1.45540 -3.37278 7.07159 0.344
H -1.32484 -1.53423 -5.09427 0.357
H 0.36636 -3.75174 -3.48651 0.346
H 1.34359 5.43050 -2.99539 0.388
H 5.56233 3.53574 -3.05434 0.367
H 0.14604 -0.50161 4.24260 0.508
H -2.53296 -0.59382 -4.07715 0.292
H -1.69731 -2.64158 -0.44290 0.003
H -3.11421 -2.53827 -1.65745 0.444
H -1.26967 -4.25310 -3.10854 0.480
H -0.28018 4.72145 -3.11868 0.220
H 5.02077 0.85081 0.75065 0.415
H -0.31733 -1.83439 6.24647 0.338
H -4.74998 4.70929 1.55158 0.393
H 4.07337 -2.10644 3.94231 0.423
H -6.32461 2.33757 -1.56141 0.462
H 1.07838 4.30903 -4.29461 0.328
H -2.73779 3.34337 1.65719 0.481
```

## Properties
spin multiplicity	2
charge	-1
energy relative to the best compared isomer or geometry (same formula, charge and spin)	0.000	eV
molar mass	804.41	g/mol
lowest unoccupied orbital energy (alpha / beta)	2.2 / 2.2	eV


This record from the Open Molecules 2025 dataset describes a molecular structure, C33H25Br2HoN2OP2 at a distorted geometry. The level of theory is ωB97M-V with the def2-TZVPD basis set.

Structure (XYZ):
```
66
Properties=species:S:1:pos:R:3:mulliken_charge:R:1
Ho -0.26186 0.81763 1.41373 1.054
Br -4.94357 -4.41123 -0.77097 -0.163
Br 0.62384 -3.86035 0.04313 -0.106
P 2.37804 0.74532 -0.16923 0.351
P 0.70055 3.14911 0.33433 -0.423
O -0.17494 -1.01671 0.71049 0.067
N 2.18846 2.49397 -0.12053 -0.004
N -2.64077 0.04511 1.00742 -0.087
C -3.46792 -3.34053 -0.27269 -0.168
C -1.77037 2.70355 -0.76307 -0.184
C -4.91175 -1.34027 0.13306 -0.637
C 4.12412 0.79275 -0.66950 0.613
C -1.10446 -3.11432 0.07508 -0.311
C 0.31180 6.97792 1.57361 -0.745
C 6.48099 0.86057 -0.22939 -0.731
C -3.66402 -1.99135 0.11443 0.957
C 1.87021 1.23096 3.92160 -0.713
C -2.33948 2.73848 -3.08807 -0.600
C -0.45092 3.04450 -1.07760 0.932
C -1.03143 3.08788 -3.40580 -0.705
C 6.73034 1.03750 -1.58309 -0.512
C 1.49325 7.58102 1.16468 -0.521
C 5.18045 0.73629 0.23439 -0.442
C -4.99830 -0.05143 0.59408 -0.950
C 5.67571 1.08235 -2.48541 -0.621
C 2.37956 0.45160 1.67434 -0.476
C -2.21713 -3.89146 -0.27137 -0.432
C 4.37323 0.94574 -2.03443 -0.359
C -2.71552 2.55036 -1.76664 -0.925
C 2.45502 6.84429 0.48825 -0.706
C 2.20208 -0.86961 2.11717 -0.337
C -0.08459 3.23752 -2.40557 -0.575
C 1.06543 4.89339 0.63203 0.837
C -3.84696 0.58952 1.04911 -0.392
C -2.53235 -1.23464 0.50982 0.639
C 0.09784 5.63586 1.31175 -0.454
C 2.23859 1.49922 2.60358 0.098
C 1.61693 -0.07980 4.32076 -0.742
C 1.81633 -1.12814 3.42616 -0.651
C 2.25116 5.49884 0.22471 -0.351
C -1.22803 -1.78656 0.42978 0.101
H -5.78828 -1.87237 -0.21093 0.366
H 1.32683 -0.28327 5.34330 0.500
H -0.75180 3.24672 -4.43881 0.442
H 0.93258 3.51467 -2.65718 0.385
H -0.82872 5.16144 1.61755 0.317
H 3.55352 0.94730 -2.74578 0.419
H 4.99734 0.59934 1.29269 0.416
H 7.74827 1.12682 -1.93752 0.410
H 2.73931 2.97715 -0.81879 0.442
H -0.43714 7.55403 2.10022 0.420
H -3.07295 2.62094 -3.87439 0.428
H 2.50805 2.50779 2.31462 0.699
H -5.94656 0.46576 0.62234 0.456
H -3.73820 2.29047 -1.52522 0.454
H -3.92817 1.57983 1.48404 0.515
H 2.36766 -1.69430 1.43563 0.494
H 1.67533 -2.15010 3.75341 0.499
H 3.37182 7.31888 0.16510 0.431
H 3.02124 4.94693 -0.29662 0.334
H -2.07406 -4.92623 -0.55022 0.479
H 1.83266 2.03530 4.64508 0.520
H 5.86768 1.20770 -3.54265 0.414
H 7.30489 0.82083 0.47078 0.420
H -2.07774 2.66349 0.28386 0.704
H 1.66439 8.62825 1.37368 0.413
```

## Properties
spin multiplicity	5
charge	+2
energy relative to the best compared isomer or geometry (same formula, charge and spin)	0.000	eV
molar mass	852.26	g/mol
lowest unoccupied orbital energy (alpha / beta)	-6.5 / -6.4	eV